[1]
Formula: CH3Br3N
Source: the OMol25 dataset
Level of theory: ωB97M-V/def2-TZVPD

```
! RIJCOSX wB97M-V def2-TZVPD def2/J DEFGRID3
* xyz 1 1
C -0.07 2.43 0.07
N -0.16 0.21 -0.06
Br 1.75 2.78 0.25
Br -0.95 2.65 1.72
Br -0.82 2.75 -1.55
H 0.66 -0.34 0.20
H -0.90 0.18 0.59
H -0.46 0.29 -1.06
*
```

The calculation puts the HOMO-LUMO gap at 8.916 eV. As for the HOMO energy: -0.561 hartree. The energy above the lowest of the compared OMol25 structures with the same formula, charge and spin is 1.1966 eV.


[2]
Formula: CH3Br3Si
Source: the OMol25 dataset
Level of theory: ωB97M-V/def2-TZVPD

```
! RIJCOSX wB97M-V def2-TZVPD def2/J DEFGRID3
* xyz 0 1
C -0.29 -0.71 -0.77
Si 0.62 0.39 0.44
Br -3.39 0.20 0.65
Br 0.89 2.29 -0.71
Br 2.65 -0.73 0.65
H -0.97 -0.34 -1.55
H 0.09 -1.71 -0.59
H 0.40 0.61 1.89
*
```

The calculation puts the HOMO-LUMO gap (spin up / spin down) at 5.282 / 5.322 eV. As for the HOMO energy (spin up / spin down): -0.352 / -0.353 hartree. The energy above the lowest of the compared OMol25 structures with the same formula, charge and spin is 4.1711 eV.


[3]
Formula: CH3BrCl2OSi
Source: the OMol25 dataset
Level of theory: ωB97M-V/def2-TZVPD

```
! RIJCOSX wB97M-V def2-TZVPD def2/J DEFGRID3
* xyz 0 1
C -1.35 -0.87 0.04
O 0.06 -0.98 -0.24
Si 1.35 -0.13 -0.46
Cl 0.91 4.52 0.31
Cl 1.50 1.87 -0.29
Br 2.90 -1.54 0.20
H -1.51 -1.64 0.90
H -2.03 -1.30 -0.78
H -1.81 0.07 0.31
*
```

The calculation puts the HOMO-LUMO gap (spin up / spin down) at 6.985 / 4.615 eV. As for the HOMO energy (spin up / spin down): -0.336 / -0.283 hartree. The energy above the lowest of the compared OMol25 structures with the same formula, charge and spin is 4.8391 eV.


[4]
Formula: CH3BrCl2OSi
Source: the OMol25 dataset
Level of theory: ωB97M-V/def2-TZVPD

```
! RIJCOSX wB97M-V def2-TZVPD def2/J DEFGRID3
* xyz 0 1
C -0.43 -0.21 -0.22
O -1.05 -1.34 0.24
Si -0.90 -2.00 2.77
Cl -2.81 -1.91 3.19
Cl -0.03 -3.71 2.72
Br 0.04 -0.40 3.76
H -0.61 0.54 0.61
H -0.74 -0.19 -1.33
H 0.73 -0.19 -0.34
*
```

The calculation puts the HOMO-LUMO gap at 7.738 eV. As for the HOMO energy: -0.309 hartree. The energy above the lowest of the compared OMol25 structures with the same formula, charge and spin is 4.3190 eV.


[5]
Formula: CH3BrClN
Source: the OMol25 dataset
Level of theory: ωB97M-V/def2-TZVPD

```
! RIJCOSX wB97M-V def2-TZVPD def2/J DEFGRID3
* xyz 0 3
C -0.05 0.22 0.19
N 2.69 0.84 -0.42
Cl 2.90 1.86 1.01
Br 3.51 -0.80 -0.43
H -0.52 0.63 -0.73
H 0.22 -0.85 0.10
H 0.23 0.75 1.14
*
```

The calculation puts the HOMO-LUMO gap (spin up / spin down) at 8.018 / 8.824 eV. As for the HOMO energy (spin up / spin down): -0.315 / -0.389 hartree. As for the expectation value of S²: 2.012. The energy above the lowest of the compared OMol25 structures with the same formula, charge and spin is 1.6089 eV.


[6]
Formula: CH3BrClN3
Source: the OMol25 dataset
Level of theory: ωB97M-V/def2-TZVPD

```
! RIJCOSX wB97M-V def2-TZVPD def2/J DEFGRID3
* xyz 0 1
C -0.83 -0.30 -1.10
N 0.28 0.04 -1.56
N -1.45 -0.38 0.04
N 2.05 -0.30 1.58
Cl 2.04 0.35 0.06
Br 0.88 0.71 2.68
H 0.43 -0.01 -2.56
H -2.44 -0.19 0.08
H -0.95 0.09 0.78
*
```

The calculation puts the HOMO-LUMO gap (spin up / spin down) at 6.492 / 9.021 eV. As for the HOMO energy (spin up / spin down): -0.278 / -0.334 hartree. The energy above the lowest of the compared OMol25 structures with the same formula, charge and spin is 2.6429 eV.


[7]
Formula: CH3BrNO2
Source: the OMol25 dataset
Level of theory: ωB97M-V/def2-TZVPD

```
! RIJCOSX wB97M-V def2-TZVPD def2/J DEFGRID3
* xyz -1 1
C -0.18 -0.02 0.26
N 0.91 2.68 0.98
O 0.98 2.33 -0.16
O -0.25 0.42 1.48
Br 2.69 2.48 2.02
H -1.16 -0.10 -0.28
H 0.36 -0.99 0.15
H 0.43 0.74 -0.37
*
```

The calculation puts the HOMO-LUMO gap (spin up / spin down) at 7.474 / 7.080 eV. As for the HOMO energy (spin up / spin down): -0.135 / -0.122 hartree. The energy above the lowest of the compared OMol25 structures with the same formula, charge and spin is 2.5601 eV.


[8]
Formula: CH3BrNO2S
Source: the OMol25 dataset
Level of theory: ωB97M-V/def2-TZVPD

```
! RIJCOSX wB97M-V def2-TZVPD def2/J DEFGRID3
* xyz -1 1
C 0.23 0.38 1.03
N 1.48 -0.06 0.61
O -0.17 -1.29 -0.97
O -2.19 -0.53 0.40
S -0.89 -0.23 -0.22
Br -1.72 0.75 -2.29
H -0.01 1.31 1.36
H 2.08 0.52 0.07
H 1.20 -0.85 0.00
*
```

The calculation puts the HOMO-LUMO gap (spin up / spin down) at 7.145 / 7.147 eV. As for the HOMO energy (spin up / spin down): -0.127 / -0.127 hartree. As for the SMILES: NC=[S@@](=O)([O-])Br. The energy above the lowest of the compared OMol25 structures with the same formula, charge and spin is 1.5194 eV.